# 1
Here is a molecular structure, C29H38Br33N4O3S at a distorted geometry from the Open Molecules 2025 dataset. Energies are from wB97M-V/def2-TZVPD.

The geometry in XYZ format:
```
108
Properties=species:S:1:pos:R:3:forces:R:3:mulliken_charge:R:1
C -0.499 7.584 2.576 -0.1 -0.3 0.2 -0.6376
C -0.347 6.816 3.964 0.2 0.7 0.1 -0.4928
C 0.852 5.800 4.000 0.1 1.6 0.6 -0.5830
O 0.794 4.748 3.026 -0.7 -0.5 0.3 -0.1559
C -0.520 4.283 2.808 0.4 1.1 -0.1 -1.6102
N -0.442 2.961 2.064 0.6 -1.5 0.0 0.9234
C -0.847 1.698 2.621 0.9 -1.4 -1.1 0.5109
C -1.422 1.548 4.074 0.7 -0.3 -0.4 -1.6880
C -0.767 0.443 1.829 0.7 1.9 -0.9 0.3348
C -1.229 -0.927 2.397 -0.1 -0.4 -0.6 -1.3877
C -0.083 -1.986 2.551 0.1 -0.4 0.9 -0.1706
C 0.883 -1.723 3.784 0.1 -0.6 -0.4 -0.8420
C -0.237 0.514 0.446 0.3 2.9 1.8 1.4784
C -0.062 -0.750 -0.495 1.5 1.9 1.1 -0.6454
O -0.952 -1.197 -1.107 -0.7 -0.8 -0.4 -0.4657
O 1.228 -1.269 -0.538 -0.9 -0.2 -2.1 -0.2156
N 2.129 -0.318 -0.073 0.0 0.5 3.7 0.0818
C 3.145 -0.844 0.533 1.6 -1.0 -0.3 0.4754
C 3.988 -2.019 -0.093 -1.1 -0.5 1.4 -1.1493
C 3.633 -0.338 1.942 0.3 1.4 -1.3 -1.1298
C 0.156 1.864 -0.077 -1.0 -1.3 1.5 0.4200
N 0.610 1.865 -1.460 -0.4 1.4 2.0 0.4040
C 0.040 3.075 0.762 -0.4 -2.6 -0.7 -0.6718
N 0.405 4.381 0.248 2.2 -2.0 0.9 -0.1204
C 1.623 4.420 -0.069 0.0 0.5 -2.6 0.2055
S 2.957 4.504 -0.983 -2.0 0.0 2.6 -0.0620
H -0.408 8.685 2.740 -0.1 -0.9 -0.2 0.3984
H -1.505 7.390 2.105 1.1 0.2 0.4 -0.1190
H 0.314 7.281 1.861 -0.8 0.2 0.6 0.2035
H -0.101 7.615 4.724 -0.1 -1.0 -0.6 0.4665
H -1.325 6.379 4.323 1.0 0.3 -0.5 0.2946
H 1.015 5.430 5.054 -0.4 -0.1 -1.1 0.1292
H 1.778 6.396 3.759 -0.9 -0.8 0.1 0.3629
H -1.082 4.974 2.113 0.7 -0.6 0.6 0.6393
H -1.127 4.226 3.739 0.8 -0.4 -0.6 0.7118
H -1.027 0.598 4.525 -0.2 1.0 -0.5 0.5226
H -1.139 2.375 4.765 -0.4 -0.5 -0.7 0.1712
H -2.530 1.423 3.961 1.1 0.2 0.5 0.4545
H -1.979 -1.357 1.669 0.7 0.6 0.6 0.2507
H -1.762 -0.867 3.378 0.5 0.2 -0.9 0.4938
H -0.586 -2.973 2.753 0.4 1.0 -0.4 0.5977
H 0.537 -2.141 1.636 -0.7 0.4 0.6 0.1800
H 0.817 -0.684 4.202 0.1 -0.9 -0.4 0.2089
H 1.927 -1.907 3.428 -0.8 0.3 0.6 0.0319
H 0.685 -2.486 4.589 0.1 1.0 -0.7 0.3248
H 4.564 -2.516 0.736 -0.5 0.4 -0.9 0.3626
H 3.308 -2.785 -0.554 0.8 0.8 0.2 0.3526
H 4.721 -1.615 -0.831 -0.8 -0.1 0.5 0.2739
H 4.622 0.187 1.878 -0.7 -0.5 0.1 0.4059
H 3.769 -1.213 2.629 -0.3 0.6 -0.9 0.3671
H 2.904 0.400 2.371 0.6 -0.8 -0.4 0.1089
H 1.636 1.880 -1.416 -0.2 -0.3 -0.3 0.2777
H 0.334 2.801 -1.792 0.3 -0.7 -0.3 -0.4489
C 1.529 -9.357 -1.236 -0.1 -0.1 0.0 -0.3395
Br 0.983 -7.886 -2.374 0.2 -0.3 0.1 -0.0286
Br 1.637 -11.034 -2.197 0.1 0.3 0.1 0.0302
Br 3.175 -8.968 -0.295 -0.2 0.0 -0.2 -0.0171
H 0.755 -9.477 -0.487 0.1 0.0 -0.1 0.3469
C 6.106 -9.318 -6.025 0.0 -0.1 0.0 -0.3495
Br 7.582 -8.519 -5.061 -0.2 -0.1 -0.1 -0.0153
Br 4.859 -10.192 -4.831 0.1 0.2 -0.1 0.0864
Br 5.227 -8.042 -7.183 0.1 -0.1 0.2 -0.0252
H 6.523 -10.088 -6.664 0.0 0.1 0.1 0.3230
C -5.220 0.088 -1.573 -0.2 0.0 -0.1 -0.0601
Br -4.820 -1.093 -3.059 0.2 0.3 0.4 0.0247
Br -3.726 0.447 -0.397 -0.1 -0.1 -0.2 0.0423
Br -6.005 1.738 -2.215 0.0 -0.2 -0.1 -0.0882
H -5.974 -0.410 -0.973 0.1 0.1 -0.1 0.0444
C 4.942 4.538 4.557 0.0 0.0 0.0 -0.3484
Br 5.341 2.676 4.897 -0.1 0.3 -0.1 -0.0120
Br 4.245 4.809 2.772 0.1 -0.1 0.2 -0.0307
Br 3.772 5.279 5.911 0.3 -0.2 -0.1 -0.0182
H 5.880 5.081 4.617 -0.1 -0.1 0.0 0.3832
C 2.016 2.372 -4.828 -0.1 0.0 -0.1 0.1021
Br 2.730 2.699 -6.594 -0.1 -0.1 0.3 -0.0353
Br 0.152 1.859 -4.889 0.3 -0.2 -0.2 0.0197
Br 3.085 1.089 -3.845 -0.1 0.1 -0.1 -0.0363
H 2.068 3.310 -4.285 0.0 -0.1 0.0 -0.0974
C 0.511 6.381 -4.145 0.1 0.2 -0.2 -0.3913
Br 0.226 4.809 -3.045 0.0 1.0 -0.6 0.1497
Br -0.881 6.592 -5.467 0.3 -0.1 0.2 -0.0433
Br 0.736 7.972 -3.069 -0.1 -0.3 -0.1 -0.0553
H 1.440 6.227 -4.684 -0.1 0.0 0.1 0.4297
C -3.833 -5.322 -1.729 0.1 -0.2 -0.2 -0.2673
Br -5.278 -6.436 -2.359 0.0 0.2 0.2 -0.0266
Br -4.285 -4.334 -0.126 0.0 -0.2 -0.2 0.0020
Br -2.238 -6.405 -1.520 -0.2 0.3 0.1 0.0230
H -3.628 -4.590 -2.504 0.0 -0.1 0.2 0.2682
C -4.854 3.769 2.486 -0.3 0.1 0.0 -0.4613
Br -5.104 5.542 3.220 0.1 -0.2 -0.1 -0.0578
Br -5.791 3.541 0.811 0.2 0.0 0.3 -0.0527
Br -2.974 3.322 2.323 -3.4 0.4 -0.9 0.1558
H -5.289 3.069 3.191 0.1 0.1 -0.1 0.4961
C -8.986 -2.793 -3.171 -0.3 0.0 -0.3 -0.3216
Br -8.158 -2.004 -1.603 0.0 -0.4 -0.2 0.0415
Br -7.918 -4.057 -4.184 0.0 0.4 0.5 -0.0109
Br -10.691 -3.579 -2.707 0.2 0.1 0.0 -0.0269
H -9.189 -1.967 -3.843 0.0 -0.1 0.1 0.3537
C -3.633 5.548 -1.574 0.0 0.1 -0.1 -0.3277
Br -2.703 3.869 -1.819 -0.5 -0.1 0.2 0.1375
Br -2.642 6.750 -0.426 -0.1 -0.2 -0.2 0.0027
Br -4.086 6.372 -3.263 0.1 -0.1 0.3 -0.0197
H -4.566 5.322 -1.070 0.1 0.0 0.0 0.2970
C 4.744 -14.479 -3.283 0.1 0.0 0.0 -0.3262
Br 2.811 -14.438 -3.209 0.2 0.0 -0.1 -0.0260
Br 5.412 -14.091 -5.057 -0.1 0.0 0.3 -0.0051
Br 5.536 -13.332 -1.941 -0.1 -0.1 -0.2 -0.0073
H 5.047 -15.495 -3.053 -0.1 0.1 0.0 0.3397
```
Forces are in eV/Å.

The value obtained for the frontier orbital gap is 0.273 Eh. Its molecular weight is 3159.55 g/mol. Its charge is +1. The value obtained for the HOMO energy is -11.17 eV. The calculation puts the calculated total energy at -2365013.4084 eV.

---

# 2
Here is C8H8FNO5 in the gas phase at a distorted geometry from the Open Molecules 2025 dataset. Energies are from wB97M-V/def2-TZVPD.

The geometry in XYZ format:
```
23
Properties=species:S:1:pos:R:3:forces:R:3:nbo_charge:R:1
O -2.514 -1.167 -1.023 -0.2 -0.8 -0.4 -0.4885
O 0.825 1.864 -2.624 0.6 0.5 -1.4 -0.5591
O 2.197 -2.065 0.277 -2.2 -0.1 1.1 -0.5897
F -1.078 1.886 0.349 0.6 -0.7 -1.3 -0.3474
O -0.386 3.744 -1.960 -0.1 -3.7 2.0 -0.6990
O 0.530 -3.162 1.257 -0.5 0.3 0.1 -0.6543
C -1.466 -0.852 -0.533 -2.1 0.9 1.1 0.5829
C 0.084 2.370 -1.855 0.0 0.9 1.4 0.7901
C 1.084 -2.029 0.831 4.3 -0.1 -1.6 0.7672
N 0.801 0.129 2.126 0.8 -0.6 -0.9 -0.8369
C -1.141 -0.879 0.947 0.2 -0.3 0.3 -0.5549
C -0.477 -0.039 -1.241 1.8 -0.5 -0.7 -0.3749
C -0.262 1.335 -0.666 -0.3 1.4 0.2 0.2763
C 0.720 0.138 -0.321 -1.1 1.1 0.2 -0.1940
C 0.398 -0.709 0.966 -1.7 2.7 1.0 0.0143
H 0.101 4.216 -2.632 0.6 -0.2 -0.7 0.4998
H 1.167 -3.845 0.977 -0.1 0.0 0.2 0.5106
H 0.459 1.100 1.966 0.1 -1.4 0.8 0.3929
H 0.598 -0.344 3.003 -0.2 0.8 -0.1 0.3742
H -1.588 -1.676 1.548 0.5 -0.6 -0.6 0.2593
H -1.572 -0.025 1.487 0.1 0.2 -0.8 0.2690
H -0.246 -0.262 -2.281 -0.7 0.5 0.0 0.2788
H 1.766 0.270 -0.600 -0.5 -0.3 -0.2 0.2835
```
Forces are in eV/Å.

The value obtained for the frontier orbital gap is 0.366 Eh. As for the SMILES: N[C@@]1(C(=O)O)CC(=O)[C@@H]2[C@H]1[C@@]2(F)C(=O)O. Its molecular weight is 217.15 g/mol. Its charge is 0. The value obtained for the HOMO energy is -9.54 eV. The calculation puts the calculated total energy at -22868.8455 eV.

---

# 3
Here is 2 unconnected molecules or ions with the total composition CH4ClPS2 at a distorted geometry from the Open Molecules 2025 dataset. Energies are from wB97M-V/def2-TZVPD.

The geometry in XYZ format:
```
9
Properties=species:S:1:pos:R:3:forces:R:3:nbo_charge:R:1
C -0.476 1.173 -0.400 0.4 -0.4 0.6 -0.4404
P 0.935 -0.995 1.073 -0.7 0.8 0.0 0.3197
S 2.606 -1.385 -0.098 0.0 -0.1 -0.4 -0.2705
S -0.326 -2.382 0.124 0.4 -0.5 -0.3 -0.2910
Cl 0.693 1.844 -1.437 0.1 0.0 -0.1 0.0127
H -1.227 0.566 -0.874 0.0 -0.2 -0.1 0.1889
H -0.737 1.781 0.452 0.0 0.0 0.0 0.1905
H 3.461 -0.817 0.755 0.0 0.1 0.1 0.1492
H -1.429 -1.898 0.677 -0.3 0.2 0.2 0.1408
```
Forces are in eV/Å.

The value obtained for the frontier orbital gap (spin up / spin down) is 0.280 / 0.269 Eh. Its molecular weight is 146.60 g/mol. Its charge is 0. The value obtained for the HOMO energy (spin up / spin down) is -8.18 / -7.37 eV. The calculation puts the calculated total energy at -44581.6671 eV. As for the relative energy (zero: lowest compared OMol25 entry of this formula, charge and spin): 364.2 kJ/mol.